ORCA calculation (wB97M-V/def2-TZVPD) on 2 unconnected molecules or ions with the total composition C4H11N3.

Each line ends with the Mulliken charge.
Atoms and positions in Å:
N 1.922 0.172 0.341  -0.48
N 3.358 0.068 -1.491  -0.48
N -1.976 0.691 0.160  -0.41
C -1.940 -0.777 0.241  -0.20
C 3.093 0.091 -0.145  0.01
C -1.162 1.307 0.898  -0.23
C -3.348 -1.301 -0.008  -1.17
H -3.379 -2.387 -0.099  0.35
H -4.010 -1.021 0.813  0.29
H -1.126 2.389 0.797  0.29
H 1.998 0.119 1.351  0.21
H -0.375 0.840 1.480  0.15
H 4.304 0.288 -1.753  0.25
H 2.691 0.596 -2.046  0.26
H -1.528 -1.162 1.178  0.33
H -3.751 -0.813 -0.894  0.31
H -1.265 -1.090 -0.560  0.27
H 3.983 0.038 0.491  0.25

Atomic forces in eV per Å
0.17 -0.07 -0.17
-0.19 0.55 -0.27
0.08 -0.50 0.66
-0.27 0.24 -0.57
0.11 0.11 0.41
0.18 0.52 -0.86
0.00 0.13 0.24
0.04 0.02 -0.14
0.05 -0.01 0.09
-0.04 0.09 0.23
-0.13 0.07 0.05
-0.10 -0.24 0.40
0.09 -0.05 0.08
-0.05 -0.40 0.06
0.05 0.17 0.11
0.02 -0.23 -0.15
-0.05 -0.16 -0.02
0.04 -0.23 -0.16

The value obtained for the HOMO energy is -0.345 Eh. For the LUMO energy, the calculation gives 0.82 eV. As for the spin multiplicity: 1. The calculation puts the energy above the lowest of the compared OMol25 structures with the same formula, charge and spin at 192.1 kJ/mol. The value obtained for the electronic energy is -323.23339 a.u. Its SMILES is [H]/N=C/N.C=NCC.